Entry 1:
Density functional theory data (ωB97M-V/def2-TZVPD) for 8 unconnected molecules or ions with the total composition C8H32N12O8 at a distorted geometry.

Each line ends with the Mulliken charge.
Positions of all 60 atoms, in Å:
1 C 0.435 1.407 -0.933  -0.234
2 O -0.695 2.201 -1.067  -0.770
3 N 0.478 0.428 -0.109  1.027
4 N 1.490 1.652 -1.677  -0.062
5 H -0.442 0.216 0.413  -0.575
6 H 1.334 -0.085 0.145  0.091
7 H 1.441 2.463 -2.283  0.369
8 H 2.334 1.127 -1.565  0.061
9 C 3.579 -0.640 -0.171  0.537
10 O 4.095 0.406 -0.920  -0.812
11 N 2.796 -0.454 0.822  -0.191
12 N 3.647 -1.880 -0.529  -0.289
13 H 2.868 0.492 1.211  0.293
14 H 2.284 -1.242 1.168  0.220
15 H 4.299 -2.232 -1.272  0.229
16 H 3.191 -2.620 0.003  0.267
17 C 0.359 -2.964 -1.735  0.392
18 O 1.054 -4.126 -2.110  -0.749
19 N 0.901 -1.937 -1.182  0.039
20 N -0.946 -2.832 -1.776  -0.236
21 H 1.935 -1.886 -1.293  0.257
22 H 0.463 -1.041 -0.993  0.057
23 H -1.381 -3.564 -2.334  0.278
24 H -1.356 -1.916 -1.812  0.313
25 C 1.906 -3.307 1.958  0.519
26 O 2.142 -3.375 3.312  -0.724
27 N 2.707 -3.900 1.138  -0.483
28 N 1.059 -2.450 1.367  -0.227
29 H 3.517 -4.348 1.629  0.237
30 H 2.512 -4.408 0.237  0.324
31 H 0.419 -1.952 2.016  0.111
32 H 0.891 -2.331 0.351  0.171
33 C -3.721 2.754 0.618  0.323
34 O -4.712 3.262 1.391  -0.781
35 N -2.606 3.342 0.449  -0.101
36 N -3.721 1.530 0.251  -0.275
37 H -2.668 4.280 0.877  0.213
38 H -1.853 3.080 -0.194  0.311
39 H -4.692 1.108 0.270  0.224
40 H -3.023 1.282 -0.520  0.079
41 C -1.133 0.118 2.331  0.272
42 O -0.708 1.394 2.711  -0.674
43 N -0.645 -1.006 2.822  -0.466
44 N -1.888 -0.155 1.307  -0.468
45 H -0.055 -0.900 3.672  0.297
46 H -1.296 -1.791 2.694  0.329
47 H -2.635 0.556 0.952  0.353
48 H -1.978 -1.158 0.916  0.211
49 C -2.761 0.586 -2.871  -0.735
50 O -2.459 -0.207 -1.729  -0.680
51 H -1.847 0.913 -3.244  0.251
52 H -3.358 1.415 -2.463  0.326
53 H -3.297 0.086 -3.705  0.300
54 H -3.250 -0.632 -1.444  0.271
55 C 0.902 4.542 0.285  -0.550
56 O 1.015 3.576 1.312  -0.561
57 H -0.058 4.583 -0.171  0.176
58 H 1.545 4.205 -0.501  0.210
59 H 1.179 5.482 0.695  0.335
60 H 0.423 2.839 1.272  0.375

Summary:
* relative energy (zero: lowest compared OMol25 entry of this formula, charge and spin): 833.2 kJ/mol
* net charge: 0
* SMILES string: NC(N)=O.NC(N)=O.NC(N)=O.NC(N)=O.NC(N)=O.NC(N)=O.CO.CO
* multiplicity: 1

Entry 2:
Density functional theory data (ωB97M-V/def2-TZVPD) for 8 unconnected molecules or ions with the total composition C8H32N16O8 at a distorted geometry.

Each line ends with the Mulliken charge.
Positions of all 64 atoms, in Å:
1 C 1.999 0.422 -4.468  0.574
2 O 1.878 0.184 -3.276  -0.685
3 N 3.022 0.534 -5.208  -0.385
4 N 1.103 0.791 -5.341  -0.415
5 H 3.873 0.216 -4.766  0.205
6 H 2.750 0.358 -6.165  0.219
7 H 1.429 1.155 -6.224  0.176
8 H 0.130 0.818 -5.069  0.185
9 C 4.770 2.493 -1.776  0.691
10 O 4.865 3.478 -1.120  -0.697
11 N 3.681 1.908 -1.768  -0.158
12 N 5.680 1.879 -2.518  -0.340
13 H 3.024 2.469 -1.244  0.144
14 H 3.486 1.028 -2.222  0.017
15 H 6.614 2.263 -2.503  0.204
16 H 5.463 1.125 -3.154  0.115
17 C -5.148 -1.640 2.059  0.635
18 O -6.309 -1.430 2.346  -0.741
19 N -4.261 -0.738 1.939  -0.192
20 N -4.658 -2.807 1.817  -0.214
21 H -4.617 0.090 2.393  0.153
22 H -3.346 -1.101 1.712  0.129
23 H -5.139 -3.696 1.819  0.219
24 H -3.742 -2.777 1.394  -0.025
25 C -0.625 -2.930 2.288  0.563
26 O -1.311 -2.818 3.270  -0.643
27 N -1.116 -3.310 1.117  -0.352
28 N 0.556 -2.463 2.378  -0.258
29 H -2.031 -3.734 1.181  0.260
30 H -0.704 -3.160 0.207  0.182
31 H 0.675 -1.788 3.120  0.156
32 H 1.208 -2.591 1.617  0.105
33 C 4.490 -0.705 1.722  0.732
34 O 3.697 -1.418 1.068  -0.676
35 N 5.787 -0.701 1.699  -0.457
36 N 4.049 0.023 2.752  -0.364
37 H 6.200 -1.402 1.101  0.233
38 H 6.243 0.136 2.033  0.200
39 H 4.801 0.431 3.289  0.149
40 H 3.119 -0.030 3.141  0.175
41 C -4.093 1.899 -1.434  0.612
42 O -3.606 2.982 -1.584  -0.668
43 N -4.407 1.389 -0.277  -0.276
44 N -4.143 1.070 -2.437  -0.474
45 H -4.215 2.008 0.498  0.140
46 H -4.695 0.429 -0.158  0.147
47 H -3.846 1.438 -3.330  0.215
48 H -4.734 0.268 -2.272  0.173
49 C -2.441 1.216 3.847  0.640
50 O -3.439 1.740 4.232  -0.687
51 N -1.864 1.476 2.698  -0.309
52 N -1.749 0.374 4.553  -0.280
53 H -2.347 2.136 2.106  0.184
54 H -1.191 0.850 2.280  0.125
55 H -0.972 -0.013 4.037  0.076
56 H -2.004 0.207 5.515  0.200
57 C -0.554 -0.113 -0.669  0.610
58 O -1.298 -0.236 0.321  -0.415
59 N 0.758 -0.434 -0.797  -0.150
60 N -0.952 0.506 -1.797  -0.184
61 H 0.987 -0.960 0.035  -0.075
62 H 1.385 -0.215 -1.557  0.338
63 H -0.247 0.672 -2.501  0.019
64 H -1.920 0.751 -1.949  0.222

Summary:
* relative energy (zero: lowest compared OMol25 entry of this formula, charge and spin): 672.3 kJ/mol
* net charge: 0
* SMILES string: NC(N)=O.NC(N)=O.NC(N)=O.NC(N)=O.NC(N)=O.NC(N)=O.NC(N)=O.NC(N)=O
* multiplicity: 1

Entry 3:
Density functional theory data (ωB97M-V/def2-TZVPD) for 8 unconnected molecules or ions with the total composition C8H32N16O8 at a distorted geometry.

Each line ends with the Mulliken charge.
Positions of all 64 atoms, in Å:
1 C 9.766 10.517 11.328  0.569
2 O 10.181 11.329 12.099  -0.712
3 N 9.640 10.685 10.014  0.046
4 N 9.443 9.312 11.616  -0.293
5 H 9.208 9.924 9.510  -0.162
6 H 9.734 11.593 9.581  0.119
7 H 9.572 9.041 12.580  0.221
8 H 9.188 8.677 10.872  0.183
9 C 16.290 11.549 10.895  0.673
10 O 16.463 10.555 11.630  -0.706
11 N 15.675 11.499 9.730  -0.291
12 N 16.793 12.726 11.029  -0.400
13 H 15.572 12.227 9.037  0.192
14 H 14.992 10.768 9.589  0.307
15 H 17.161 12.934 11.946  0.236
16 H 16.777 13.381 10.261  0.168
17 C 9.540 6.419 8.714  0.463
18 O 9.732 7.595 8.956  -0.617
19 N 9.817 5.940 7.505  -0.353
20 N 9.087 5.589 9.616  -0.397
21 H 9.801 4.947 7.322  0.158
22 H 9.906 6.695 6.840  0.200
23 H 8.870 4.653 9.305  0.168
24 H 8.857 5.920 10.543  0.231
25 C 12.617 12.800 6.156  0.647
26 O 11.657 12.548 6.834  -0.723
27 N 12.520 13.579 5.128  -0.394
28 N 13.737 12.112 6.290  -0.426
29 H 13.222 13.870 4.463  0.165
30 H 11.609 13.960 4.915  0.247
31 H 14.238 11.902 5.438  0.218
32 H 13.667 11.351 6.951  0.204
33 C 7.319 10.305 7.351  0.760
34 O 8.128 11.228 7.164  -0.658
35 N 7.481 9.124 6.826  -0.425
36 N 6.340 10.328 8.167  -0.450
37 H 8.349 9.192 6.314  0.223
38 H 6.942 8.297 7.039  0.180
39 H 6.315 11.235 8.609  0.241
40 H 5.720 9.533 8.238  0.168
41 C 13.358 5.843 7.165  0.685
42 O 12.678 4.872 6.988  -0.701
43 N 13.289 6.976 6.610  -0.292
44 N 14.383 5.797 7.949  -0.358
45 H 12.545 7.104 5.940  0.184
46 H 13.917 7.726 6.861  0.149
47 H 15.049 6.554 8.005  0.144
48 H 14.677 4.912 8.338  0.209
49 C 14.223 7.651 12.736  0.801
50 O 14.252 6.450 12.669  -0.738
51 N 15.243 8.272 13.176  -0.335
52 N 13.215 8.406 12.597  -0.302
53 H 16.079 7.747 13.389  0.204
54 H 15.084 9.270 13.174  0.123
55 H 12.432 8.027 12.084  0.104
56 H 13.294 9.401 12.754  0.153
57 C 12.504 9.571 8.629  0.615
58 O 13.610 10.090 8.633  -1.086
59 N 12.177 8.482 9.299  0.236
60 N 11.513 9.880 7.813  0.106
61 H 12.870 7.978 9.833  0.176
62 H 11.274 8.050 9.163  0.042
63 H 10.585 9.580 8.076  -0.379
64 H 11.550 10.760 7.317  0.279

Summary:
* relative energy (zero: lowest compared OMol25 entry of this formula, charge and spin): 471.0 kJ/mol
* net charge: 0
* SMILES string: NC(N)=O.NC(N)=O.NC(N)=O.NC(N)=O.NC(N)=O.NC(N)=O.NC(N)=O.NC(N)=O
* multiplicity: 1

Entry 4:
Density functional theory data (ωB97M-V/def2-TZVPD) for 8 unconnected molecules or ions with the total composition C8H32O8 at a distorted geometry.

Each line ends with the Mulliken charge.
Positions of all 48 atoms, in Å:
1 C 1.730 -1.860 -1.164  -0.520
2 O 0.910 -2.010 -0.024  -0.503
3 H 1.071 -1.655 -2.014  0.199
4 H 2.515 -1.103 -1.049  0.209
5 H 2.274 -2.779 -1.388  0.319
6 H 0.627 -1.129 0.293  0.330
7 C 0.944 1.036 5.008  -0.312
8 O 0.362 0.289 6.058  -0.533
9 H 1.995 0.808 4.845  0.262
10 H 0.441 0.795 4.065  0.068
11 H 0.865 2.113 5.182  0.227
12 H -0.526 0.622 6.199  0.298
13 C -2.180 -3.176 -1.789  -0.499
14 O -1.473 -2.460 -2.779  -0.494
15 H -2.040 -2.737 -0.797  0.130
16 H -3.238 -3.256 -2.072  0.290
17 H -1.820 -4.202 -1.710  0.240
18 H -1.833 -1.564 -2.866  0.347
19 C -1.852 -1.725 2.686  -0.391
20 O -2.667 -2.885 2.721  -0.562
21 H -2.108 -1.157 1.795  0.099
22 H -1.968 -1.113 3.585  0.307
23 H -0.790 -1.970 2.573  0.230
24 H -2.345 -3.468 3.412  0.297
25 C 1.501 3.755 2.587  -0.668
26 O 1.581 2.440 2.032  -0.454
27 H 0.448 3.969 2.773  0.266
28 H 2.038 3.841 3.531  0.271
29 H 1.838 4.488 1.850  0.278
30 H 2.494 2.140 2.095  0.244
31 C 2.720 0.645 -3.949  -0.305
32 O 3.471 -0.568 -4.038  -0.509
33 H 2.205 0.684 -2.987  -0.007
34 H 3.331 1.522 -4.162  0.356
35 H 1.972 0.557 -4.738  0.164
36 H 4.345 -0.432 -3.664  0.291
37 C -2.102 1.166 -3.751  -0.461
38 O -2.788 0.040 -3.260  -0.495
39 H -2.318 2.077 -3.178  0.295
40 H -1.038 1.035 -3.530  0.082
41 H -2.182 1.361 -4.820  0.323
42 H -3.712 0.059 -3.522  0.263
43 C -0.687 0.939 -0.296  -0.662
44 O -0.026 0.457 0.880  -0.423
45 H -1.268 1.851 -0.135  0.442
46 H 0.097 1.208 -1.017  0.240
47 H -1.294 0.137 -0.707  0.171
48 H 0.481 1.212 1.233  0.260

Summary:
* relative energy (zero: lowest compared OMol25 entry of this formula, charge and spin): 343.9 kJ/mol
* net charge: 0
* SMILES string: CO.CO.CO.CO.CO.CO.CO.CO
* multiplicity: 1

Number 1: Kohn-Sham gap 8.61 eV. Number 2: Kohn-Sham gap 8.80 eV. Number 3: Kohn-Sham gap 8.76 eV. Number 4: Kohn-Sham gap 9.44 eV.